# 1
Entry from OMol25: a gas-phase ion, C4H10IN2O2 (charge +1) in a non-equilibrium geometry (wB97M-V/def2-TZVPD).

Each line ends with the natural charge from an NBO analysis.
Cartesian coordinates (Å):
C  -1.512  -2.337  1.691  -0.281
O  -2.261  -1.370  0.942  -0.314
N  -1.425  -0.635  -0.022  -0.256
C  -0.741  0.469  0.195  0.636
O  -0.482  0.916  1.349  -0.554
C  -0.098  1.252  -0.972  -0.036
C  1.355  0.623  -1.199  -0.638
N  0.133  2.487  -0.378  -0.856
I  -1.256  1.242  -2.842  0.166
H  -0.464  -1.993  1.609  0.196
H  -1.781  -3.350  1.259  0.212
H  -1.913  -2.369  2.775  0.233
H  -1.536  -0.976  -0.980  0.438
H  0.128  1.606  1.171  0.526
H  1.969  1.204  -2.035  0.268
H  1.905  1.018  -0.314  0.229
H  1.328  -0.442  -1.191  0.237
H  0.583  3.072  -0.987  0.401
H  -0.806  2.971  -0.219  0.392

Its net charge is +1. The spin multiplicity is 1. The lowest unoccupied orbital energy comes out at -4.2 eV. The SMILES is CO/[NH+]=C(\O)[C@](C)(N)I. For the HOMO energy, the calculation gives -13.811 eV. For the total energy, the calculation gives -19476.281 eV. As for the relative energy (zero: lowest compared OMol25 entry of this formula, charge and spin): 0.0000 eV.

# 2
Entry from OMol25: a molecular structure, C6H6Cl2N2O3PmSSc in a non-equilibrium geometry (wB97M-V/def2-TZVPD).

Each line ends with the natural charge from an NBO analysis.
Cartesian coordinates (Å):
Pm  1.376  -3.206  -0.178  2.093
Sc  0.312  0.454  -0.059  1.371
Cl  0.797  -1.205  -1.901  -0.425
Cl  0.181  -1.465  1.580  -0.420
C  -1.573  1.062  0.633  0.409
C  0.581  -4.387  -2.187  0.378
C  -0.619  -4.510  0.011  0.372
O  -2.454  1.392  1.332  -0.186
O  0.041  -4.740  -3.157  -0.185
O  -1.616  -5.101  -0.127  -0.173
S  2.365  1.578  0.724  0.020
C  1.399  2.991  0.650  0.307
N  0.231  3.170  -0.058  -0.615
C  -0.439  4.442  0.315  -0.235
C  0.403  4.948  1.460  -0.255
N  1.530  4.018  1.497  -0.438
H  0.138  2.861  -1.032  0.429
H  -1.468  4.241  0.597  0.246
H  -0.444  5.114  -0.541  0.276
H  -0.144  4.929  2.409  0.266
H  0.762  5.969  1.298  0.289
H  2.260  4.027  2.207  0.477

Its net charge is +4. The spin multiplicity is 5. The lowest unoccupied orbital energy (alpha / beta) comes out at -16.9 / -16.1 eV. For the HOMO energy (alpha / beta), the calculation gives -22.685 / -22.685 eV. For the total energy, the calculation gives -88534.028 eV. As for the relative energy (zero: lowest compared OMol25 entry of this formula, charge and spin): 0.0000 eV.

# 3
Entry from OMol25: a gas-phase ion, C5H10NO (charge +1) in a non-equilibrium geometry (wB97M-V/def2-TZVPD).

Each line ends with the natural charge from an NBO analysis.
Cartesian coordinates (Å):
C  2.581  1.192  0.392  -0.084
C  1.880  0.256  0.344  -0.152
C  1.139  -1.107  0.203  0.239
O  1.657  -1.995  -0.688  -0.680
N  -0.290  -0.750  -0.236  -0.507
C  -0.877  0.360  0.455  -0.243
C  -2.249  0.795  -0.005  -0.665
H  2.914  2.166  0.200  0.259
H  0.847  -1.729  1.062  0.225
H  2.391  -1.612  -1.316  0.526
H  -0.882  -1.513  -0.403  0.440
H  -0.080  -0.513  -1.238  0.428
H  -0.883  0.112  1.449  0.223
H  -0.183  1.266  0.262  0.253
H  -3.186  0.257  0.041  0.252
H  -2.547  1.716  0.571  0.263
H  -2.231  1.099  -1.092  0.224

Its net charge is +1. The spin multiplicity is 1. The lowest unoccupied orbital energy comes out at -3.4 eV. The SMILES is C#C[C@H](O)[NH2+]CC. For the HOMO energy, the calculation gives -15.402 eV. For the total energy, the calculation gives -8874.611 eV. As for the relative energy (zero: lowest compared OMol25 entry of this formula, charge and spin): 3.9689 eV.

# 4
Entry from OMol25: a single C4H4N4O2S molecule in a non-equilibrium geometry (wB97M-V/def2-TZVPD).

Each line ends with the natural charge from an NBO analysis.
Cartesian coordinates (Å):
C  -2.250  -1.049  0.365  0.206
C  1.082  -1.506  -0.876  0.123
C  2.079  -0.518  -0.237  -0.097
C  -1.056  -0.673  -0.227  -0.188
N  -3.248  -1.313  0.871  -0.231
N  -0.150  -1.455  -0.679  -0.299
N  2.417  -0.243  0.871  -0.201
N  -0.324  1.354  1.314  -1.085
O  0.434  1.254  -1.099  -0.944
O  -1.911  1.850  -0.562  -0.898
S  -0.728  1.111  -0.267  2.290
H  1.499  -2.160  -1.623  0.217
H  2.376  -0.053  -1.188  0.258
H  0.660  1.369  1.532  0.427
H  -0.880  2.030  1.807  0.421

Its net charge is 0. The spin multiplicity is 1. The lowest unoccupied orbital energy (alpha / beta) comes out at -2.0 / -1.5 eV. For the HOMO energy (alpha / beta), the calculation gives -10.015 / -8.838 eV. For the total energy, the calculation gives -25098.141 eV. As for the relative energy (zero: lowest compared OMol25 entry of this formula, charge and spin): 4.1006 eV.

# 5
Entry from OMol25: a gas-phase ion, H3O3SSi (charge -1) in a non-equilibrium geometry (wB97M-V/def2-TZVPD).

Each line ends with the natural charge from an NBO analysis.
Cartesian coordinates (Å):
O  0.526  -0.197  -0.715  -1.233
O  1.172  -0.566  1.938  -0.981
O  0.460  -2.519  0.679  -0.998
Si  -0.666  0.800  -0.774  1.269
S  1.320  -1.306  0.714  1.713
H  -0.717  1.433  0.527  -0.272
H  -1.991  0.406  -0.895  -0.252
H  -0.105  1.950  -1.475  -0.247

Its net charge is -1. The spin multiplicity is 1. The lowest unoccupied orbital energy comes out at 4.0 eV. For the HOMO energy, the calculation gives -4.759 eV. For the total energy, the calculation gives -24905.373 eV. As for the relative energy (zero: lowest compared OMol25 entry of this formula, charge and spin): 0.0000 eV.

# 6
Entry from OMol25: a single C15H25NO3 molecule (wB97M-V/def2-TZVPD).

Each line ends with the natural charge from an NBO analysis.
Cartesian coordinates (Å):
C  3.171  -1.650  -0.422  -0.618
C  1.977  -1.868  0.504  -0.221
N  0.793  -2.254  -0.247  -0.438
C  -0.110  -3.121  0.492  -0.212
C  0.383  -4.565  0.478  -0.607
C  0.123  -1.113  -0.849  -0.307
C  -0.558  -0.259  0.117  0.011
C  -1.074  0.343  1.019  -0.085
C  -1.790  1.138  2.013  0.047
C  -2.594  0.229  2.941  -0.601
O  -2.717  2.040  1.411  -0.544
C  -2.172  3.080  0.646  0.228
O  -2.818  3.216  -0.574  -0.512
C  -2.599  2.145  -1.485  -0.157
C  -1.232  2.102  -1.978  -0.009
C  -0.095  2.151  -2.359  -0.047
C  1.307  2.130  -2.754  -0.138
O  2.143  1.467  -1.824  -0.533
C  2.213  2.107  -0.573  -0.259
H  3.326  -2.537  -1.031  0.211
H  3.012  -0.802  -1.081  0.215
H  4.067  -1.467  0.166  0.204
H  2.219  -2.676  1.197  0.195
H  1.793  -0.960  1.103  0.173
H  -0.250  -2.781  1.532  0.170
H  -1.087  -3.084  0.003  0.194
H  1.327  -4.667  1.006  0.199
H  -0.349  -5.212  0.955  0.207
H  0.529  -4.892  -0.548  0.211
H  -0.611  -1.483  -1.573  0.221
H  0.864  -0.520  -1.389  0.245
H  -1.056  1.717  2.604  0.187
H  -3.122  0.832  3.674  0.218
H  -1.928  -0.464  3.449  0.215
H  -3.320  -0.332  2.359  0.219
H  -2.340  4.038  1.160  0.168
H  -1.087  2.924  0.502  0.146
H  -3.290  2.329  -2.313  0.222
H  -2.842  1.185  -1.009  0.216
H  1.418  1.579  -3.693  0.222
H  1.652  3.167  -2.902  0.194
H  2.925  1.540  0.023  0.197
H  1.238  2.109  -0.073  0.182
H  2.564  3.141  -0.678  0.168

Its net charge is 0. The spin multiplicity is 1. The lowest unoccupied orbital energy comes out at 0.9 eV. The SMILES is CCN(CC)CC#C[C@H](C)OCOCC#CCOC. For the HOMO energy, the calculation gives -8.549 eV. For the total energy, the calculation gives -23588.302 eV. As for the relative energy (zero: lowest compared OMol25 entry of this formula, charge and spin): 6.8687 eV.